[1]
41
Properties=species:S:1:pos:R:3:forces:R:3 method="wB97M-V/def2-TZVPD" lumo_ev="-3.2598 / -5.4460" spin_multiplicity=4 orbital_gap_ev="6.75 / 5.62" e_homo_ev="-10.0065 / -11.0697" charge=+1 de_lowest_ev=2.0771
C -3.945 0.867 -1.452 0.585 0.729 -1.687
C -4.023 1.626 -0.270 0.786 2.112 -0.151
C -2.661 1.994 0.139 -1.112 0.618 -0.970
H -4.937 1.827 0.246 -0.277 0.196 0.354
C -1.743 1.440 -0.830 -0.452 0.524 -0.361
C -2.528 0.746 -1.832 -0.794 0.560 -0.211
H -2.118 0.228 -2.692 -0.235 0.037 0.194
H -4.771 0.400 -1.964 -0.033 0.077 -0.032
H -2.351 2.549 1.010 -0.252 0.002 0.107
H -0.671 1.595 -0.868 -0.138 -0.257 0.178
C -1.366 -1.335 1.882 0.886 -0.155 -1.015
C -2.754 -1.484 2.049 -1.534 1.031 0.659
C -3.284 -2.469 1.057 -0.585 0.112 -0.825
H -3.344 -1.197 2.924 0.473 -0.265 -0.155
C -2.168 -2.426 0.024 -1.142 -0.190 -1.198
C -1.010 -1.894 0.607 0.175 0.600 0.988
H 0.022 -1.967 0.248 -0.577 0.272 -0.121
H -0.622 -0.964 2.596 -0.594 0.195 -0.370
H -3.532 -3.472 1.440 -0.106 0.185 -0.075
H -2.241 -3.000 -0.905 0.220 0.200 0.520
Re -2.888 -0.104 0.064 3.836 -5.819 3.508
O 1.833 0.466 -0.210 -2.880 -0.900 1.880
C 1.808 1.494 0.885 1.074 0.214 -2.016
C 2.587 1.561 -0.439 -0.155 2.272 1.400
H 0.805 1.862 1.076 0.258 0.325 -0.412
H 2.540 1.625 1.687 -0.418 -1.488 0.229
H 2.345 2.383 -1.108 -0.376 -0.503 -0.583
H 4.296 1.953 -2.345 0.448 -0.019 0.247
C 4.707 1.287 -1.582 -0.130 0.292 0.626
C 3.963 1.082 -0.426 0.888 -1.216 -0.359
C 4.266 -0.005 0.447 0.511 0.259 -1.029
H 3.532 -0.343 1.186 0.532 0.306 -0.151
C 5.407 -0.766 0.193 -0.203 0.742 0.478
H 5.606 -1.593 0.875 0.217 0.122 -0.377
C 6.277 -0.401 -0.848 -0.399 0.006 0.241
H 7.228 -0.933 -0.930 -0.335 0.228 -0.265
C 5.896 0.602 -1.748 0.914 -0.549 0.343
H 6.569 0.856 -2.554 -0.072 -0.091 -0.221
O -6.549 -0.798 1.225 2.445 -1.054 -1.316
C -5.579 -1.338 0.809 -0.608 -0.633 0.942
N -4.602 -1.955 0.334 -0.839 0.925 1.008

[2]
24
Properties=species:S:1:pos:R:3:forces:R:3 method="wB97M-V/def2-TZVPD" lumo_ev=-0.3727 orbital_gap_ev=8.39 e_homo_ev=-8.7663 de_lowest_ev=5.2720
C 0.308 -1.386 -2.833 -1.017 -1.920 -0.621
O -0.354 -2.420 -2.075 1.797 -1.314 -2.361
C -1.244 -1.927 -1.201 -2.905 -1.140 1.914
C -0.589 -1.160 -0.110 -1.238 1.688 0.535
C 0.483 -1.868 0.570 1.114 2.577 1.071
O 1.187 -1.287 1.398 -0.343 -2.072 -0.818
C -0.906 0.133 0.139 1.563 0.655 1.195
C -0.340 0.981 1.330 -2.626 -3.010 -1.284
C -0.678 0.595 2.566 1.176 0.640 -0.498
C -1.690 -0.375 2.793 -1.364 -0.995 -0.175
N -2.625 -1.049 2.857 0.674 0.238 0.188
O -0.151 1.031 3.709 0.095 0.372 0.774
C 1.006 1.900 3.733 -1.622 -3.321 4.321
H 0.566 -1.751 -3.847 -0.197 -0.093 0.675
H 1.192 -1.169 -2.302 1.054 1.068 0.428
H -0.433 -0.624 -2.933 0.081 1.212 -0.140
H -2.020 -1.335 -1.700 -0.109 0.252 0.022
H -1.832 -2.846 -0.745 1.167 1.650 -0.728
H 0.667 -2.809 0.082 0.648 -1.166 0.413
H -1.514 0.638 -0.597 -0.364 0.175 0.063
H 0.142 1.888 1.201 1.269 1.356 -0.563
H 1.868 1.367 3.506 1.541 -0.742 -1.215
H 1.071 2.100 4.825 0.111 0.028 -0.646
H 0.799 2.768 3.313 -0.506 3.864 -2.551

[3]
135
Properties=species:S:1:pos:R:3:forces:R:3 method="wB97M-V/def2-TZVPD" lumo_ev=-0.3479 orbital_gap_ev=6.10 e_homo_ev=-6.4469
Li 0.115 -2.466 -0.393 0.298 1.008 -0.076
Li 1.490 -1.498 2.109 1.363 1.302 0.370
Li 3.272 -0.402 -0.231 -0.613 -1.085 0.921
Li 0.582 0.168 4.112 0.743 -0.191 -1.214
O 2.456 -0.770 4.152 -0.657 -0.257 -1.513
C 3.599 -0.191 3.605 0.559 0.998 -0.497
C 4.398 -0.695 2.280 -1.834 -3.020 0.734
O 3.562 -1.470 1.392 -0.270 1.527 0.188
H 4.344 -0.086 4.393 0.630 -0.229 0.232
H 3.428 0.851 3.335 -0.597 0.983 -0.153
H 5.191 -1.345 2.648 0.234 -0.525 0.273
H 5.000 0.032 1.734 -0.427 1.161 0.075
O -0.016 0.201 2.096 0.214 0.152 0.001
C 0.455 1.123 1.121 0.705 -2.789 0.626
C 0.500 0.441 -0.298 0.086 0.649 -1.249
O 1.235 -0.755 -0.615 -0.756 -0.061 1.337
H 1.475 1.438 1.339 0.799 -0.275 0.132
H -0.028 2.096 1.217 -0.931 0.168 -0.949
H 0.924 1.185 -0.973 0.414 0.709 0.090
H -0.493 0.345 -0.736 -0.801 -0.161 0.485
C 1.145 3.169 -3.761 2.717 0.962 -1.232
O 1.715 4.164 -4.126 -0.139 3.004 -0.414
N 1.518 2.034 -4.253 1.709 -4.094 -2.965
N 0.352 2.958 -2.769 -3.189 0.746 3.063
H 2.264 2.084 -4.931 -0.267 -0.291 0.115
H 1.184 1.133 -3.939 0.151 0.089 -0.583
H 0.165 3.779 -2.211 -0.141 -0.624 0.527
H 0.526 2.019 -2.440 -0.965 0.669 1.161
C -3.214 2.154 3.057 -1.051 1.002 1.389
O -4.282 2.509 3.526 -0.819 0.388 0.088
N -2.109 2.861 3.173 2.663 2.759 0.283
N -3.025 0.996 2.503 -0.865 -3.943 -1.439
H -1.200 2.530 2.881 -0.256 -0.201 -0.099
H -2.197 3.852 3.345 -0.048 -0.269 0.093
H -2.144 0.611 2.194 0.629 0.112 0.124
H -3.754 0.347 2.765 0.106 -0.071 -0.460
C -3.081 0.952 -1.919 -1.300 -0.531 1.626
O -4.488 1.127 -2.202 1.255 0.880 0.672
C -4.811 1.356 -3.538 0.476 -0.021 -0.329
C -6.278 1.607 -3.632 -1.259 -0.450 -0.461
N -7.048 0.373 -3.354 0.670 0.700 -0.994
C -6.851 -0.691 -4.377 -0.764 1.472 0.683
C -7.279 -1.962 -3.762 0.867 -0.609 -0.247
O -6.240 -2.482 -2.885 -2.179 -0.302 -0.548
C -6.612 -2.440 -1.514 2.295 0.746 0.487
H -2.563 1.833 -1.541 -0.284 0.469 -0.425
H -2.441 0.462 -2.652 -0.475 -0.058 -0.520
H -3.215 0.319 -1.042 0.885 -0.311 0.113
H -4.505 0.406 -3.976 -0.133 0.229 -1.155
H -4.306 2.200 -4.007 0.562 0.087 0.163
H -6.552 2.024 -4.602 0.069 -0.194 -0.233
H -6.619 2.353 -2.915 0.348 0.074 0.194
H -6.578 0.120 -2.497 -0.226 -0.875 0.254
H -5.883 -0.699 -4.878 0.330 -0.322 0.360
H -7.557 -0.608 -5.203 -0.287 0.864 -0.052
H -7.486 -2.560 -4.649 0.174 -1.180 0.532
H -8.217 -1.771 -3.241 0.053 -0.235 0.211
H -5.606 -2.518 -1.103 -0.060 -0.083 0.800
H -7.193 -3.210 -1.005 -0.512 -0.355 -0.918
H -6.942 -1.449 -1.202 -0.443 -0.012 -0.138
C 2.666 -6.505 -3.973 1.332 0.060 0.454
O 1.529 -5.741 -3.726 -0.998 0.036 -0.629
C 1.068 -5.770 -2.380 0.305 2.183 -0.458
C -0.268 -5.004 -2.299 -0.161 0.663 -0.927
N -0.218 -3.448 -2.157 1.459 -2.941 1.458
C -1.524 -2.884 -2.311 -1.397 0.283 -0.911
C -2.508 -3.313 -1.247 0.043 -0.315 0.118
O -2.014 -2.861 0.014 0.228 0.061 -0.333
C -2.836 -3.246 1.088 -0.891 -0.347 0.341
H 3.539 -6.150 -3.425 0.052 0.219 0.774
H 3.062 -6.369 -4.980 -0.932 -0.266 -0.359
H 2.546 -7.549 -3.684 -0.182 -0.204 -0.341
H 1.779 -5.108 -1.884 0.368 -0.640 1.026
H 1.013 -6.785 -1.986 -0.012 0.070 0.119
H -0.908 -5.466 -1.548 0.118 0.404 0.126
H -0.727 -5.153 -3.277 -0.373 -0.330 -0.043
H 0.487 -3.160 -2.821 -0.392 0.457 -0.264
H -1.965 -3.162 -3.268 -0.194 -0.096 -0.292
H -1.553 -1.795 -2.303 0.649 0.152 0.040
H -2.686 -4.388 -1.236 0.373 -0.314 0.200
H -3.504 -2.940 -1.488 0.019 0.674 0.135
H -2.968 -4.327 1.129 0.572 -0.322 0.173
H -3.872 -2.926 0.972 -0.061 0.636 -0.277
H -2.479 -2.846 2.037 0.316 -0.072 -0.262
C 4.069 -3.014 -1.954 -1.429 0.249 -0.237
O 3.890 -1.628 -1.787 -0.984 -1.443 0.575
C 4.729 -0.840 -2.499 0.904 0.975 -0.537
C 4.198 0.532 -2.413 0.533 1.742 -0.828
N 4.357 1.099 -1.076 -0.946 -0.524 0.318
C 3.985 2.526 -1.020 1.367 -0.696 0.329
C 4.026 3.042 0.440 -0.696 -0.280 -0.745
O 5.324 3.234 0.903 1.118 0.290 0.282
C 5.340 3.600 2.302 -0.543 -1.066 -1.093
H 3.121 -3.423 -1.604 0.581 -0.449 1.417
H 5.024 -3.339 -1.539 -0.363 -0.441 0.143
H 3.890 -3.333 -2.980 1.047 0.387 -0.808
H 4.825 -1.139 -3.543 0.010 -0.189 -0.180
H 5.719 -0.757 -2.049 0.578 -0.628 0.017
H 3.177 0.609 -2.788 0.015 -0.034 0.341
H 4.823 1.102 -3.101 0.001 0.428 -0.468
H 5.332 1.016 -0.827 0.181 0.000 0.260
H 3.058 2.635 -1.583 -0.295 0.276 0.577
H 4.760 3.008 -1.617 -0.079 0.830 0.023
H 3.588 2.311 1.119 -0.683 -0.172 -0.125
H 3.469 3.979 0.475 -0.242 0.231 0.138
H 6.362 3.475 2.662 -0.099 0.633 -0.124
H 4.732 2.880 2.849 -0.086 -0.214 0.158
H 4.845 4.564 2.418 0.531 0.344 0.215
C 2.002 5.822 2.639 0.087 1.137 1.052
O 1.788 5.134 3.857 -0.187 -1.667 -0.897
C 1.763 3.718 3.787 1.077 -0.279 0.909
C 0.986 3.333 5.023 0.641 -0.870 -1.331
N 0.957 1.890 5.262 -0.729 0.602 -0.805
C 0.132 1.685 6.414 -0.283 0.522 -0.166
C -0.017 0.216 6.628 0.215 0.453 0.519
O -0.573 -0.420 5.488 -2.956 -0.718 0.541
C -2.091 -0.420 5.456 1.329 0.346 -0.330
H 1.920 5.352 1.659 -0.376 -0.796 0.348
H 3.019 6.208 2.717 -0.041 0.540 -0.377
H 1.228 6.579 2.764 0.462 0.661 -0.901
H 2.753 3.267 3.849 0.553 0.250 0.097
H 1.385 3.265 2.871 -0.684 0.448 -0.216
H -0.009 3.675 4.737 -0.335 -0.072 0.949
H 1.408 3.855 5.882 -0.232 0.356 0.052
H 1.822 1.382 5.372 0.828 0.465 -0.113
H -0.784 2.235 6.196 -0.460 -0.338 0.279
H 0.578 2.175 7.279 -0.008 -0.103 0.557
H -0.529 0.071 7.579 -0.347 -0.628 -0.159
H 1.011 -0.135 6.719 -0.046 -0.607 0.040
H -2.589 -0.926 6.282 0.716 -0.050 0.438
H -2.430 -0.939 4.560 0.575 0.072 -0.107
H -2.467 0.602 5.402 0.174 0.082 0.031
O 1.402 -0.704 -3.600 -0.287 -0.186 -0.831
H 1.600 -1.614 -3.822 0.175 -0.077 -0.215
H 1.354 -0.694 -2.644 0.029 -0.137 1.582

[4]
15
Properties=species:S:1:pos:R:3:forces:R:3 method="wB97M-V/def2-TZVPD" lumo_ev=0.9062 orbital_gap_ev=10.08 e_homo_ev=-9.1780 de_lowest_ev=1.0477
C -1.585 -0.027 -1.657 -0.926 0.204 0.308
C -1.200 0.542 -0.299 0.797 0.899 -0.209
N 0.114 0.048 0.123 -1.519 0.814 0.523
C 1.237 0.339 -0.734 0.904 -0.856 0.247
C 0.316 -0.275 1.442 0.849 -0.646 -2.032
O 1.374 -0.778 1.745 0.111 0.215 1.402
H -2.602 0.306 -1.887 -0.171 -0.444 0.209
H -1.522 -1.110 -1.550 -0.181 -0.045 -0.494
H -1.056 0.328 -2.540 0.601 -0.072 0.356
H -1.940 0.304 0.465 0.037 -0.420 -0.094
H -1.198 1.640 -0.311 0.070 0.047 -0.243
H 0.917 0.350 -1.768 0.013 0.267 -0.053
H 1.988 -0.448 -0.635 -0.204 -0.155 -0.033
H 1.793 1.234 -0.446 -0.416 0.344 -0.104
H -0.557 -0.102 2.084 0.034 -0.153 0.217

[5]
12
Properties=species:S:1:pos:R:3:forces:R:3 method="wB97M-V/def2-TZVPD" lumo_ev=-0.7151 orbital_gap_ev=8.42 e_homo_ev=-9.1330 de_lowest_ev=1.8590
C -0.643 -0.869 0.029 1.982 -0.864 -1.829
C 1.825 0.428 -0.268 -4.297 1.242 -2.286
C -1.249 0.184 0.848 -0.431 -0.390 4.813
C 0.193 -0.161 -1.048 2.772 -0.172 3.761
O -0.729 -2.090 0.001 -0.485 1.664 0.914
S 2.092 2.027 -0.316 0.195 -1.174 0.263
Cl 2.744 -0.804 0.317 0.760 -0.898 0.471
H -1.535 -0.081 1.926 0.407 -0.434 -1.430
H -2.181 0.447 0.461 -1.495 0.675 -1.083
H -0.653 1.080 1.054 0.182 -0.228 -0.918
H -0.335 0.725 -1.255 0.018 1.100 -1.114
H 0.471 -0.884 -1.749 0.393 -0.523 -1.563

[6]
7
Properties=species:S:1:pos:R:3:forces:R:3 method="wB97M-V/def2-TZVPD" lumo_ev="-2.7257 / -2.6586" orbital_gap_ev="7.55 / 7.61" e_homo_ev="-10.2743 / -10.2706" de_lowest_ev=5.2602
N -0.832 -0.554 -0.172 -1.327 -1.106 2.420
O 0.449 0.409 1.740 0.230 0.301 0.787
O 0.354 1.877 -1.428 0.217 -2.208 2.729
S 0.486 0.324 0.317 -0.907 1.477 -4.016
I 2.494 -1.017 -0.338 -0.659 0.307 0.196
H -1.524 -0.154 -0.784 0.648 0.804 -0.809
H -1.427 -0.885 0.665 1.797 0.426 -1.307

Computed values of calculated total energy (unit: Ha) for the preceding records, in sequence: -1017.81391 -629.86459 -2786.54267 -287.79395 -1088.95037 -902.09754.